# 1
This record from the Open Molecules 2025 dataset describes one molecule with the formula C4H6O2. The level of theory is ωB97M-V with the def2-TZVPD basis set.

Properties
HOMO level = -0.3229 Eh
LUMO level = 0.0172 Ha

XYZ file:
```
12
Properties=species:S:1:pos:R:3:forces:R:3
O -2.4651 -1.6906 -0.1860 0.241 0.450 0.138
O 0.5819 0.6504 -0.1907 -0.005 -0.483 0.275
C -0.8484 -0.5114 1.1513 0.077 -0.201 0.137
C 0.5610 -0.4090 0.5789 -0.390 0.367 -0.172
C 1.7989 0.8166 -0.9371 0.234 0.073 -0.189
C -1.8648 -0.6689 0.0350 -0.137 -0.237 -0.140
H 1.5725 0.5817 -1.9790 0.081 0.065 0.109
H -1.0899 0.4044 1.7108 0.083 -0.066 -0.106
H 2.5430 0.1241 -0.5397 -0.072 0.136 -0.077
H -2.0042 0.2272 -0.6030 -0.001 -0.121 0.039
H -0.9067 -1.3799 1.8094 -0.017 0.146 -0.051
H 2.1218 1.8554 -0.8499 -0.091 -0.128 0.037
```
Positions in Å, forces in eV/Å.

These are the Löwdin partial charges, in e, on atoms 1 to 6:
1. O 0.06
2. O -0.15
3. C -0.17
4. C -0.02
5. C -0.06
6. C -0.27

---

# 2
This record from the Open Molecules 2025 dataset describes C6H19O7Tl as an isolated structure in a non-equilibrium geometry. The level of theory is ωB97M-V with the def2-TZVPD basis set.

Properties
Charge = +2
HOMO level = -0.5991 Eh
LUMO level = -0.4964 Ha

XYZ file:
```
33
Properties=species:S:1:pos:R:3:forces:R:3
Tl -0.0132 18.5861 -3.6634 -0.649 0.094 -0.331
O 1.4896 20.7730 -5.5835 1.021 -0.286 2.674
O -0.8788 16.0174 -4.9235 -1.609 -1.364 1.472
O -1.4477 16.4177 -2.1784 0.123 2.260 0.652
O -4.3697 18.8571 -2.2431 -0.330 0.687 0.554
O -1.8876 19.8232 -1.7075 -0.364 -0.879 -0.571
O -2.7381 18.3176 -4.8638 -0.846 0.617 0.594
O 0.0658 18.4119 -6.6074 1.188 -0.626 0.841
C -1.7237 15.0952 -4.0676 -0.376 1.691 -2.703
C 1.0149 20.6318 -6.8229 -2.010 -0.009 -4.055
C -4.1638 18.2598 -4.6237 1.172 -0.713 -0.255
C -4.4140 17.8274 -3.1228 -1.846 0.291 -0.869
C -1.2873 15.1586 -2.6816 0.692 -2.599 0.740
C 0.9993 19.1701 -7.4143 -1.118 1.716 -0.204
H 0.5001 19.0711 -8.3782 0.513 1.173 -0.412
H -5.4401 17.4749 -3.0183 0.052 -0.398 -0.318
H -0.2477 14.8446 -2.5876 0.235 0.059 0.131
H -2.0965 16.4464 -1.4714 0.053 -0.041 0.283
H -4.6988 19.1853 -4.8365 0.232 0.361 0.459
H -2.7298 15.5008 -3.9607 -0.341 0.720 -0.654
H -2.6260 18.1643 -5.8048 0.246 -0.091 -0.123
H 2.2255 21.3887 -5.6112 0.315 -0.076 0.409
H -0.7649 15.5612 -5.7605 0.361 -0.047 -0.192
H -0.5629 18.0445 -7.2330 -0.045 -0.155 0.186
H -1.9468 14.1398 -4.5425 1.032 -0.243 0.207
H 2.0361 18.8928 -7.6047 -0.018 -1.135 1.001
H 1.4624 21.3340 -7.5263 0.686 -0.363 -0.232
H -3.7355 17.0374 -2.8009 0.801 -0.478 -0.400
H -1.9203 14.4389 -2.1626 0.130 -0.144 0.282
H -3.4972 19.2476 -2.1552 1.242 0.245 -0.078
H -2.4092 20.6478 -1.7574 0.472 0.529 0.089
H -0.0080 21.0058 -6.8674 -0.600 -0.358 0.268
H -4.5473 17.5482 -5.3549 -0.412 -0.440 0.555
```
Positions in Å, forces in eV/Å.

These are the Löwdin partial charges, in e, on atoms 1 to 6:
1. Tl 1.28
2. O -0.04
3. O -0.13
4. O -0.08
5. O 0.13
6. O -0.07

---

# 3
This record from the Open Molecules 2025 dataset describes a 2-piece molecular cluster, C2H4ClI overall in a non-equilibrium geometry. The level of theory is ωB97M-V with the def2-TZVPD basis set.

Properties
HOMO level = -0.3643 Eh
SMILES = C=CCl.I
LUMO level = 0.0276 Ha

XYZ file:
```
8
Properties=species:S:1:pos:R:3:forces:R:3
I 4.6459 0.1893 0.2475 0.096 0.020 0.891
Cl 0.3738 -0.8904 0.5291 -1.754 -0.034 0.363
C -1.8423 0.4983 -0.1658 1.427 -1.258 1.187
C -1.3961 -0.5083 0.5740 -0.236 -0.649 -0.987
H 4.4548 0.1464 -1.3049 -0.112 -0.026 -0.890
H -2.8545 0.7019 -0.0875 -1.838 0.482 -0.267
H -1.1878 1.0770 -0.7482 0.589 0.912 -0.577
H -2.1939 -1.2142 0.9557 1.828 0.553 0.279
```
Positions in Å, forces in eV/Å.

These are the Löwdin partial charges, in e, on atoms 1 to 6:
1. I 0.39
2. Cl 0.49
3. C -0.09
4. C -0.57
5. H -0.38
6. H 0.03

---

# 4
This record from the Open Molecules 2025 dataset describes one molecule with the formula C5H9Cl in a non-equilibrium geometry. The level of theory is ωB97M-V with the def2-TZVPD basis set.

Properties
HOMO level = -0.3500 Eh
SMILES = C=C(C)CCCl
LUMO level = 0.0359 Ha

XYZ file:
```
15
Properties=species:S:1:pos:R:3:forces:R:3
Cl 0.2225 -3.0182 1.2075 -0.680 0.467 0.459
C 0.4113 -0.3084 0.8749 -0.020 -1.231 0.087
C 0.4406 0.4350 -1.5160 1.141 -0.765 -0.451
C -0.5442 1.7419 0.3430 0.256 2.027 0.331
C 0.1429 0.7216 -0.1213 -1.410 1.753 1.264
C -0.5300 -1.4424 0.6227 -0.287 -2.295 -2.868
H -1.5902 -1.3188 0.8698 0.461 -0.162 0.644
H 1.3293 -0.7347 0.6152 1.965 -0.635 0.059
H -0.5452 -1.7413 -0.5165 -0.171 1.042 2.169
H 0.4302 -0.0245 1.9166 -0.126 0.377 0.123
H 0.5586 -0.6863 -1.4271 -0.094 1.224 -1.819
H -0.2810 0.8935 -2.1884 -0.458 -0.823 -0.110
H -0.8597 2.6047 -0.2161 -0.172 0.028 -0.666
H -0.5578 1.9596 1.4013 -0.422 -0.468 0.268
H 1.3726 0.9183 -1.8655 0.017 -0.539 0.509
```
Positions in Å, forces in eV/Å.

These are the Löwdin partial charges, in e, on atoms 1 to 6:
1. Cl 0.49
2. C -0.29
3. C -0.05
4. C 0.05
5. C -0.43
6. C -0.54

---

# 5
This record from the Open Molecules 2025 dataset describes one molecule with the formula C4H7NOS in a non-equilibrium geometry. The level of theory is ωB97M-V with the def2-TZVPD basis set.

Properties
HOMO level = -0.3214 Eh
SMILES = CS/C=C\C(N)=O
LUMO level = 0.0203 Ha

XYZ file:
```
14
Properties=species:S:1:pos:R:3:forces:R:3
S -0.9626 -0.5749 1.0591 0.313 -0.133 0.282
O 1.0490 1.3405 -2.5370 -0.793 0.007 0.746
N -0.2857 1.8271 -0.7560 -0.113 -0.074 0.510
C 0.4994 -0.9107 0.1803 1.586 1.122 -1.801
C 1.0896 -0.1944 -0.8381 -1.269 -1.661 1.883
C 0.5973 1.0335 -1.4276 0.997 1.090 -1.707
C -0.7160 -1.7028 2.4572 0.116 -0.127 0.336
H -0.2820 1.8096 0.2581 -0.131 -0.122 -0.299
H 0.1631 -1.4760 3.0766 -0.174 0.203 -0.410
H 1.9353 -0.6064 -1.3894 -0.182 0.045 0.416
H -0.6188 -2.7331 2.0987 -0.243 0.197 0.116
H -0.4816 2.7197 -1.1765 0.096 0.022 -0.121
H 1.0610 -1.7975 0.4335 -0.312 -0.357 0.345
H -1.5899 -1.5852 3.1091 0.108 -0.213 -0.296
```
Positions in Å, forces in eV/Å.

These are the Löwdin partial charges, in e, on atoms 1 to 6:
1. S 0.86
2. O 0.03
3. N 0.14
4. C -0.42
5. C -0.09
6. C -0.57

---

# 6
This record from the Open Molecules 2025 dataset describes C25H33BrCl2N2O2SSi2Ti as an isolated structure. The level of theory is ωB97M-V with the def2-TZVPD basis set.

Properties
Charge = +2
HOMO level = -0.5060 Eh
LUMO level = -0.2572 Ha

XYZ file:
```
69
Properties=species:S:1:pos:R:3:forces:R:3
Br -1.5537 0.5630 -8.6460 0.002 0.000 0.009
Ti -0.1523 -0.2205 -0.3711 0.376 -0.567 -0.077
Cl -0.9401 2.7021 -0.5710 -0.088 0.120 -0.104
Cl -3.1912 2.3416 -2.4846 0.030 -0.051 0.008
S 1.7386 -1.7015 -0.8023 -0.220 0.247 0.206
Si 1.0363 -0.4912 2.6996 -0.153 -0.111 0.022
Si -1.7046 1.1691 2.4718 -0.045 0.017 0.090
O -1.3519 -0.3993 -1.8677 -0.101 0.057 -0.183
O 0.5034 0.6809 -2.1029 0.278 0.238 0.221
N -0.9441 -1.9739 0.2026 0.013 0.060 0.071
N 4.2708 -1.4102 -0.2628 0.090 0.018 0.033
C -2.5114 3.3352 -1.2230 0.109 0.034 0.096
C -3.2492 1.2740 1.4031 0.002 -0.014 -0.023
C -2.3740 0.7947 4.1859 -0.009 -0.021 -0.035
C -0.7558 0.2744 -4.0989 -0.127 -0.046 -0.017
C 3.2494 -0.8241 -0.9318 0.122 0.007 -0.002
C -0.5829 -0.1897 1.6800 -0.051 -0.037 -0.102
C 1.5069 -2.3072 2.6352 0.051 0.065 0.051
C 0.7904 -0.1647 4.5188 0.083 0.079 -0.022
C -0.5208 0.1986 -2.6798 -0.184 0.014 -0.081
C -1.9214 -0.2819 -4.6357 0.012 -0.018 -0.015
C -0.0685 1.0028 -6.2807 0.017 0.009 -0.042
C -2.1609 -0.1975 -5.9915 -0.005 -0.008 0.023
C -2.7755 -3.3356 1.6501 -0.009 -0.018 0.001
C 4.8390 0.8396 -1.6176 0.040 0.038 -0.019
C -2.3714 -3.8270 0.4028 -0.010 0.010 0.020
C 0.1681 0.9180 -4.9260 0.022 0.009 0.037
C -1.2322 0.4449 -6.8057 0.013 0.010 -0.013
C -1.3067 -1.4676 1.4019 0.067 -0.077 -0.059
C -1.4588 -3.1029 -0.3160 0.001 0.026 0.034
C 5.5386 -0.9501 -0.2380 -0.100 -0.106 0.047
C -2.2682 -2.1526 2.1468 -0.016 0.016 0.055
C -0.6889 2.7360 2.6473 0.011 -0.006 0.018
C 2.3361 0.6917 2.0288 0.033 -0.005 -0.030
C 3.5505 0.3369 -1.6377 -0.060 -0.145 0.012
C 5.8542 0.1953 -0.9120 0.010 0.068 -0.040
H -2.8000 -0.1984 4.3285 -0.002 0.036 -0.006
H -1.6622 0.9749 4.9882 0.025 0.000 -0.023
H -1.3132 3.6204 2.4990 0.010 -0.021 0.002
H 6.2476 -1.5320 0.3328 0.000 -0.009 -0.009
H 1.6707 -0.5684 5.0296 -0.014 0.034 0.006
H 1.0634 1.3503 -4.4992 -0.018 0.011 -0.017
H -1.1103 -3.3932 -1.2980 0.007 0.001 -0.007
H -2.2688 4.3147 -1.6149 0.012 0.021 -0.014
H -3.2000 1.5008 4.3271 0.021 -0.001 0.002
H 3.3458 0.3287 2.2405 -0.019 0.020 0.017
H -3.7129 2.2588 1.5101 -0.005 -0.029 0.013
H -0.0789 -0.6902 4.9164 0.033 -0.011 -0.008
H 2.5579 -2.4046 2.9284 -0.033 -0.019 0.000
H 5.0638 1.7429 -2.1703 -0.009 -0.013 0.000
H -3.1132 1.0720 0.3384 0.017 0.013 -0.001
H 6.8665 0.5703 -0.8976 -0.010 0.008 0.002
H 4.0515 -2.2563 0.2523 -0.012 -0.010 -0.005
H -2.5817 -1.7750 3.1074 0.011 -0.007 -0.015
H -3.9823 0.5524 1.7733 0.011 0.003 -0.009
H 0.7156 0.8902 4.7829 -0.034 -0.011 -0.010
H 2.7792 0.8175 -2.2129 -0.137 0.044 -0.012
H -2.6306 -0.7761 -3.9852 -0.006 0.012 -0.004
H -3.4987 -3.8918 2.2330 0.006 0.007 -0.007
H 0.9292 -2.8390 3.3965 0.004 0.007 -0.028
H -2.7706 -4.7497 0.0079 0.005 0.008 0.000
H 2.2767 0.8600 0.9487 0.015 0.020 -0.050
H -3.1907 3.3868 -0.3833 -0.027 -0.015 0.002
H 0.1505 2.8123 1.9572 -0.017 0.015 0.006
H 1.3731 -2.8197 1.6867 -0.015 0.009 -0.028
H -3.0554 -0.6213 -6.4254 0.002 0.000 0.013
H 2.2373 1.6701 2.5038 -0.005 -0.031 0.012
H 0.6340 1.4961 -6.9372 -0.003 0.002 0.008
H -0.2910 2.7952 3.6632 -0.016 -0.002 -0.021
```
Positions in Å, forces in eV/Å.

These are the Löwdin partial charges, in e, on atoms 1 to 6:
1. Br 0.85
2. Ti 0.94
3. Cl 0.66
4. Cl 0.65
5. S 0.81
6. Si 0.48

---

| no. | calculated total energy (eV) | Kohn-Sham gap (eV) |
| --- | --- | --- |
| 1 | -8336.852 | 9.255 |
| 2 | -25530.588 | 2.796 |
| 3 | -22760.626 | 10.663 |
| 4 | -17851.889 | 10.501 |
| 5 | -18634.085 | 9.299 |
| 6 | -178319.585 | 6.771 |